(1)
{
  "formula": "C18H24FN6S5SeW",
  "method": "ωB97M-V with the def2-TZVPD basis set",
  "species": ["W", "C", "C", "N", "C", "C", "C", "C", "N", "H", "H", "H", "H", "H", "H", "H", "H", "H", "H", "H", "H", "H", "H", "F", "Se", "C", "N", "S", "C", "N", "C", "C", "S", "H", "H", "H", "H", "H", "S", "C", "S", "C", "N", "N", "C", "C", "C", "C", "C", "C", "S", "H", "H", "H", "H", "H"],
  "positions_angstrom": [[1.1005, 1.7027, -0.3369], [-0.1255, -0.9908, 3.3225], [0.0997, 0.3698, 2.6902], [-1.1276, 1.1765, 2.5402], [-1.8372, 1.4779, 3.8063], [-2.9194, 0.4797, 4.1879], [-1.5915, 1.6135, 1.3766], [-2.9400, 2.2762, 1.3267], [-0.9201, 1.5246, 0.2376], [0.7790, -1.5850, 3.1928], [-0.9490, -1.5342, 2.8605], [-0.3147, -0.9108, 4.3927], [0.5328, 0.2418, 1.6993], [0.8138, 0.9509, 3.2798], [-2.2319, 2.4900, 3.7436], [-1.0625, 1.5011, 4.5736], [-3.6816, 0.3735, 3.4187], [-3.4144, 0.8193, 5.0978], [-2.5087, -0.5072, 4.3811], [-3.6988, 1.7270, 1.8742], [-3.2591, 2.3867, 0.2940], [-2.8641, 3.2755, 1.7598], [-1.4888, 1.7802, -0.5606], [0.4149, 3.0912, -1.4525], [4.0553, 1.2285, -2.6752], [3.2505, 0.8972, -1.2022], [2.6942, 0.6057, -0.1556], [1.3789, 3.2604, 1.4938], [2.5145, 3.9260, 0.3761], [2.2215, 4.8492, -0.5227], [3.3154, 5.1785, -1.4478], [4.5835, 5.0103, -0.6207], [4.2025, 3.6675, 0.5488], [1.2521, 4.9704, -0.7928], [3.1849, 6.1852, -1.8356], [3.2892, 4.4647, -2.2757], [4.8344, 5.9023, -0.0497], [5.4264, 4.7213, -1.2422], [-1.5146, -4.1946, 0.7382], [-0.9641, -3.1893, -0.4525], [-0.6725, -1.5314, -0.0371], [-0.1955, -1.1695, -1.6298], [-0.2429, -2.1692, -2.4385], [-0.6820, -3.3123, -1.7771], [-0.7565, -4.4863, -2.6166], [-0.9678, -5.7470, -2.0759], [-1.0264, -6.8453, -2.9253], [-0.8783, -6.7004, -4.2928], [-0.6651, -5.4314, -4.8148], [-0.6012, -4.3229, -3.9893], [0.3398, 0.4081, -2.2498], [-1.0834, -5.8817, -1.0163], [-1.1908, -7.8227, -2.4914], [-0.9267, -7.5621, -4.9436], [-0.5462, -5.2945, -5.8814], [-0.4348, -3.3448, -4.4100]],
  "total_energy_ha": -5587.96951,
  "spin_multiplicity": 3,
  "de_lowest_kj_mol": 26.3,
  "total_charge": 1
}

---

(2)
{
  "formula": "C18H24FeN4O3Se2",
  "method": "ωB97M-V with the def2-TZVPD basis set",
  "species": ["Fe", "C", "N", "C", "C", "O", "C", "O", "C", "C", "O", "N", "C", "C", "H", "H", "H", "H", "H", "H", "H", "H", "H", "H", "H", "H", "H", "H", "H", "H", "Se", "Se", "C", "C", "C", "C", "C", "N", "C", "C", "C", "C", "C", "N", "H", "H", "H", "H", "H", "H", "H", "H"],
  "positions_angstrom": [[0.1450, 0.0577, 0.1046], [-1.4400, -3.9779, -0.0586], [-0.3486, -3.0199, -0.2901], [0.9173, -3.5563, -0.7841], [-0.5445, -1.7593, -0.0911], [-1.5092, -1.0990, 0.2889], [2.0310, -0.5990, -0.0514], [2.3579, 0.6285, 0.5317], [2.7299, 0.5578, 1.8939], [1.5655, 0.0257, 2.7208], [0.4919, -0.2488, 2.1378], [1.7284, -0.1076, 4.0215], [2.9730, 0.2551, 4.7057], [0.6295, -0.5697, 4.8735], [-1.7436, -4.4193, -1.0070], [-2.2874, -3.4689, 0.3903], [-1.0882, -4.7614, 0.6099], [0.6999, -4.3438, -1.5025], [1.4964, -3.9879, 0.0324], [1.4768, -2.7753, -1.2855], [2.4551, -0.6792, -1.0449], [2.2393, -1.4572, 0.5834], [2.9911, 1.5679, 2.2086], [3.6092, -0.0783, 2.0114], [3.8487, -0.0498, 4.1376], [2.9985, -0.2640, 5.6592], [3.0215, 1.3280, 4.8962], [-0.2777, -0.6666, 4.2886], [0.4744, 0.1499, 5.6761], [0.8866, -1.5336, 5.3113], [-2.4602, 0.9875, -1.7075], [0.4686, 1.0412, -2.1243], [0.3310, -0.3323, -3.4507], [0.7513, -0.0171, -4.7350], [0.6299, -0.9983, -5.7087], [0.0950, -2.2254, -5.3576], [-0.2960, -2.4293, -4.0417], [-0.1804, -1.5030, -3.0869], [-2.1107, 1.9996, -0.1569], [-3.0091, 2.9944, 0.2005], [-2.7237, 3.7957, 1.2960], [-1.5707, 3.5496, 2.0160], [-0.7417, 2.5115, 1.6201], [-0.9858, 1.7534, 0.5499], [1.1564, 0.9584, -4.9653], [0.9428, -0.7980, -6.7247], [-0.0201, -3.0134, -6.0883], [-0.7294, -3.3751, -3.7387], [-3.9119, 3.1358, -0.3776], [-3.3990, 4.5903, 1.5832], [-1.3128, 4.1414, 2.8828], [0.1553, 2.2779, 2.1734]],
  "total_energy_ha": -7211.00377,
  "spin_multiplicity": 5,
  "total_charge": 2
}

---

(3)
{
  "formula": "C18H24ILuN4OS",
  "method": "ωB97M-V with the def2-TZVPD basis set",
  "species": ["C", "I", "H", "H", "H", "C", "C", "N", "C", "N", "H", "H", "C", "C", "N", "H", "N", "H", "Lu", "C", "O", "C", "C", "H", "H", "H", "C", "H", "H", "H", "C", "H", "H", "H", "C", "H", "H", "H", "S", "C", "C", "C", "C", "C", "C", "H", "H", "H", "H", "H"],
  "positions_angstrom": [[-2.6157, -0.8249, -4.1520], [-2.2391, 1.0800, -3.9042], [-2.4024, -1.3356, -3.2115], [-1.9793, -1.2350, -4.9405], [-3.6636, -0.9709, -4.4281], [0.9560, 3.8782, 1.7117], [-0.3703, 4.1551, 1.5567], [-0.9476, 3.0639, 0.9980], [-0.0297, 2.0439, 0.8805], [1.1731, 2.6051, 1.2991], [1.7531, 4.5058, 2.0767], [-0.9232, 5.0539, 1.7772], [2.2711, -2.7096, -1.0090], [1.3750, -1.7921, 0.8639], [2.4825, -1.8991, 0.0970], [0.4349, -3.8198, -1.5694], [0.4357, -2.5805, 0.2014], [3.0338, -2.9126, -1.7414], [-0.3857, -0.6763, 1.5493], [-0.1134, 1.0830, -0.1483], [-1.0913, 0.2446, -0.2494], [0.9891, -3.1482, -0.9396], [-0.9065, -2.9254, 0.6519], [-1.0020, -4.0217, 0.7100], [-1.6736, -2.5616, -0.0585], [-1.1736, -2.5953, 1.7005], [3.6965, -1.1514, 0.3265], [4.5759, -1.7348, 0.0220], [3.7706, -0.9021, 1.3911], [3.6994, -0.2133, -0.2512], [2.3980, 1.8718, 1.5125], [3.1440, 2.5263, 1.9909], [2.7964, 1.4846, 0.5668], [2.2339, 1.0251, 2.2020], [-2.3643, 2.9014, 0.7825], [-2.5688, 2.6030, -0.2494], [-2.8432, 3.8681, 0.9932], [-2.7743, 2.1306, 1.4584], [-2.6292, -0.5631, 2.8885], [-1.3465, 0.0881, 3.8459], [-0.1452, -0.6752, 4.0661], [1.0351, 0.0082, 4.4137], [0.9644, 1.3493, 4.7974], [-0.2569, 2.0330, 4.7884], [-1.4028, 1.4225, 4.3146], [-0.1910, -1.7689, 4.0467], [1.9850, -0.5332, 4.4696], [1.8567, 1.8647, 5.1639], [-0.3045, 3.0688, 5.1322], [-2.3631, 1.9391, 4.2777]],
  "total_energy_ha": -2925.66455,
  "de_lowest_kj_mol": 368.7,
  "total_charge": -2
}

---

(4)
{
  "formula": "C18H24N10O2",
  "method": "ωB97M-V with the def2-TZVPD basis set",
  "species": ["C", "C", "C", "N", "C", "H", "C", "C", "H", "H", "H", "H", "H", "H", "C", "C", "C", "N", "N", "N", "C", "N", "O", "N", "C", "N", "H", "H", "C", "O", "N", "N", "C", "C", "C", "C", "N", "C", "C", "H", "H", "H", "H", "H", "H", "H", "H", "H", "H", "H", "H", "H", "H", "H"],
  "positions_angstrom": [[0.5187, 0.6975, -2.6811], [1.9467, 0.3328, -2.2973], [2.5370, 1.3561, -1.3183], [1.6771, 1.5589, -0.1602], [1.4558, 2.9575, 0.1674], [2.3655, 3.4283, 0.5817], [0.2809, 3.1585, 1.1262], [-0.2819, 4.5706, 1.0176], [0.4909, 5.3075, 1.2288], [-1.0922, 4.7108, 1.7288], [-0.6677, 4.7555, 0.0176], [-0.4906, 2.4272, 0.8848], [0.5958, 2.9885, 2.1575], [1.2126, 3.4615, -0.7707], [2.0810, 0.7724, 0.9935], [1.8890, -0.6712, 0.7203], [0.7253, -1.4120, 0.5510], [1.0732, -2.6903, 0.2634], [2.3377, -2.7936, 0.2504], [2.8762, -1.5868, 0.5208], [4.2462, -1.4562, 0.5407], [4.9177, -0.3502, 0.7018], [6.2103, -0.6707, 0.6302], [6.3907, -1.9955, 0.4173], [5.1974, -2.5367, 0.3557], [4.9128, -3.8341, 0.2021], [5.6564, -4.4683, -0.0247], [3.9454, -4.0812, 0.0540], [-0.6805, -0.9803, 0.6561], [-1.0188, 0.1023, 1.0884], [-1.5258, -1.9616, 0.2155], [-2.8668, -1.9943, 0.1350], [-3.6156, -1.0103, 0.4468], [-5.0558, -1.1468, 0.3176], [-5.8930, -0.0781, 0.6426], [-7.2613, -0.2419, 0.5077], [-7.8246, -1.3612, 0.0857], [-7.0325, -2.3764, -0.2230], [-5.6538, -2.3283, -0.1281], [-5.0371, -3.1731, -0.3871], [-7.5377, -3.2712, -0.5631], [-7.9452, 0.5618, 0.7483], [-5.4801, 0.8564, 0.9915], [-3.2491, -0.0533, 0.8103], [-1.0894, -2.8306, -0.0764], [3.1278, 0.9589, 1.2861], [1.4144, 1.0333, 1.8180], [3.5479, 1.0450, -1.0144], [2.6370, 2.3040, -1.8521], [2.5800, 0.3028, -3.1869], [1.9546, -0.6670, -1.8613], [0.0881, -0.0623, -3.3292], [0.4978, 1.6508, -3.2034], [-0.0883, 0.7845, -1.7839]],
  "total_energy_ha": -1398.23143,
  "smiles": "CCCN(CCC)Cc1c(C(=O)N/N=C/c2ccncc2)nnn1-c1nonc1N"
}

---

(5)
{
  "formula": "C18H24N2O3",
  "method": "ωB97M-V with the def2-TZVPD basis set",
  "species": ["C", "C", "C", "C", "C", "C", "C", "H", "C", "H", "H", "H", "C", "C", "C", "O", "O", "H", "C", "N", "C", "C", "N", "C", "C", "H", "H", "H", "H", "C", "H", "C", "O", "H", "H", "H", "H", "H", "H", "H", "H", "H", "H", "H", "H", "H", "H"],
  "positions_angstrom": [[-5.7670, -1.9965, -0.8127], [-4.5783, -1.1886, -0.4003], [-4.5428, 0.1797, -0.5557], [-3.4210, 0.9032, -0.1601], [-2.2843, 0.2853, 0.4076], [-2.3324, -1.1231, 0.5593], [-3.4624, -1.8095, 0.1567], [-3.4850, -2.8830, 0.2795], [-1.2189, -1.9358, 1.1394], [-1.4045, -2.9931, 0.9671], [-1.1529, -1.7825, 2.2161], [-0.2681, -1.6591, 0.6903], [-1.2046, 1.1800, 0.7797], [-1.3567, 2.5091, 0.5634], [-2.5305, 3.1044, -0.0310], [-2.6884, 4.2816, -0.2482], [-3.5239, 2.2367, -0.3682], [-0.5819, 3.2119, 0.8289], [0.0939, 0.7483, 1.4104], [0.9449, -0.0062, 0.5005], [2.1702, -0.4318, 1.1604], [2.9666, -1.3435, 0.2216], [3.2662, -0.7427, -1.0574], [2.0849, -0.1585, -1.6480], [1.2717, 0.7370, -0.7025], [0.3442, 1.0264, -1.2024], [1.8300, 1.6590, -0.4615], [2.3668, 0.4064, -2.5381], [1.4346, -0.9877, -1.9542], [4.5251, -0.0680, -1.2197], [4.6570, 0.1135, -2.2912], [4.7769, 1.2707, -0.4972], [4.9877, 1.0385, 0.8804], [5.2643, 1.8587, 1.3014], [3.9323, 1.9560, -0.6511], [5.6710, 1.7282, -0.9439], [5.3062, -0.7596, -0.8912], [3.8980, -1.6351, 0.7061], [2.3690, -2.2427, 0.0261], [1.9073, -0.9896, 2.0628], [2.7916, 0.4278, 1.4546], [-0.1050, 0.1225, 2.2830], [0.6142, 1.6558, 1.7672], [-5.3701, 0.7254, -0.9810], [-6.1574, -2.5542, 0.0374], [-5.4845, -2.7166, -1.5797], [-6.5540, -1.3587, -1.2049]],
  "total_energy_ha": -1035.51864,
  "smiles": "Cc1cc(C)c2c(CN3CCN(CCO)CC3)cc(=O)oc2c1",
  "de_lowest_kj_mol": 219.5
}